Record 1
{
  "formula": "C27H65Cl2CrF3N4O18P3",
  "method": "wB97M-V/def2-TZVPD",
  "e_lumo_ev": [-3.35, -3.03],
  "multiplicity": 5,
  "e_tot_ev": -161353.5187,
  "charge": 1,
  "elements": ["Cr", "C", "O", "O", "C", "F", "F", "F", "C", "C", "H", "H", "H", "H", "H", "H", "C", "C", "O", "N", "C", "H", "H", "H", "H", "H", "H", "H", "C", "C", "O", "N", "C", "H", "H", "H", "H", "H", "H", "H", "C", "C", "O", "N", "C", "H", "H", "H", "H", "H", "H", "H", "C", "C", "O", "N", "C", "H", "H", "H", "H", "H", "H", "H", "C", "O", "P", "O", "O", "C", "O", "C", "H", "H", "H", "H", "H", "H", "H", "H", "H", "C", "O", "P", "O", "O", "C", "O", "C", "H", "H", "H", "H", "H", "H", "H", "H", "H", "C", "O", "P", "O", "O", "C", "O", "C", "H", "H", "H", "H", "H", "H", "H", "H", "H", "Cl", "C", "C", "Cl", "H", "H", "H", "H"],
  "positions_angstrom": [[-4.7595, -0.1935, -0.7476], [-1.7099, -1.5930, -0.4591], [-1.9693, -1.5369, 0.9348], [-2.9018, -1.2986, -1.1713], [-0.3371, -1.0545, -1.0655], [-0.0715, -1.3262, -2.3966], [-0.2623, 0.2756, -0.9157], [0.7658, -1.5498, -0.4288], [-0.9947, -2.0252, 1.8119], [-1.4029, -1.7222, 3.2034], [-2.4628, -1.8582, 3.4185], [-0.9110, -2.2836, 3.9978], [-1.3008, -0.6677, 3.4598], [0.0619, -1.7944, 1.6759], [-0.9363, -3.1134, 1.8328], [-1.5205, -2.6598, -0.5780], [-2.3818, 1.3886, -3.7118], [-3.8395, 1.5845, -3.4271], [-4.3365, 1.0373, -2.4551], [-4.4178, 2.5854, -4.0747], [-5.8332, 2.9084, -3.9092], [-2.1291, 0.5621, -4.3759], [-1.9205, 1.0650, -2.7787], [-1.8367, 2.1681, -4.2442], [-3.8644, 3.1527, -4.7009], [-6.2621, 3.5691, -4.6627], [-5.9605, 3.2458, -2.8805], [-6.2605, 1.9071, -3.9621], [-4.5102, -3.6342, 1.1157], [-5.0355, -2.3936, 1.7995], [-5.3433, -1.4004, 1.1682], [-5.2143, -2.5249, 3.1230], [-5.7640, -1.5391, 4.0319], [-4.8455, -3.8338, 0.0979], [-4.6776, -4.5777, 1.6352], [-3.4217, -3.5867, 1.1452], [-4.8106, -3.3021, 3.6261], [-5.9829, -0.5831, 3.5561], [-5.0134, -1.3670, 4.8032], [-6.6945, -1.8840, 4.4829], [-3.4383, 1.4716, 2.9337], [-3.0872, 1.7115, 1.4706], [-3.6600, 1.0075, 0.6030], [-2.4459, 2.8277, 1.1439], [-2.0693, 3.1887, -0.2598], [-3.6955, 2.3824, 3.4744], [-2.5991, 0.9847, 3.4305], [-4.2544, 0.7592, 3.0552], [-2.2639, 3.5426, 1.8337], [-1.3913, 2.4359, -0.6618], [-1.5772, 4.1595, -0.2007], [-2.9623, 3.3599, -0.8609], [3.5591, 2.8614, 5.1518], [2.5644, 2.2939, 4.2064], [2.8128, 1.2972, 3.5098], [1.3317, 2.7856, 4.0595], [0.3427, 2.4423, 3.0505], [3.3709, 2.6344, 6.2011], [3.6967, 3.9298, 4.9853], [4.4993, 2.3336, 4.9920], [1.1787, 3.7208, 4.4090], [0.4607, 1.3952, 2.7717], [0.4430, 2.9538, 2.0931], [-0.6897, 2.4770, 3.3983], [3.2833, -3.0131, 5.2455], [3.4062, -4.4189, 4.7327], [2.9453, -4.7888, 3.1835], [2.4185, -3.6135, 2.4165], [4.2961, -5.4933, 2.6314], [4.7899, -5.0980, 1.3835], [1.8988, -6.0269, 3.4251], [0.6413, -5.7689, 3.8687], [2.3548, -2.7101, 4.7616], [3.8846, -2.1943, 4.8503], [3.0439, -2.9941, 6.3087], [5.1236, -6.0604, 0.9954], [5.6914, -4.5199, 1.5865], [4.0657, -4.5981, 0.7404], [-0.1494, -6.0852, 3.1885], [0.4574, -4.6972, 3.9438], [0.3805, -6.1551, 4.8541], [2.5702, 1.7922, -8.1590], [1.8764, 1.3385, -6.9935], [2.5992, 0.1828, -6.0851], [2.9296, -1.1236, -6.5960], [3.9598, 0.9886, -5.6941], [4.7322, 0.6227, -4.5356], [1.6974, 0.2230, -4.7295], [1.4174, 1.3981, -4.0424], [3.4928, 1.2462, -8.3559], [2.5512, 2.8811, -8.1129], [1.9592, 1.5337, -9.0239], [4.0755, 0.5474, -3.6689], [5.6010, 1.2305, -4.2826], [5.1751, -0.3616, -4.6874], [0.8497, 2.0651, -4.6911], [2.3264, 1.9842, -3.9069], [1.0295, 1.2346, -3.0369], [2.8342, 1.8879, -0.5951], [2.6914, 3.1363, -1.2676], [3.0823, 4.5676, -0.5773], [2.7004, 5.7380, -1.3977], [2.2949, 4.3843, 0.9119], [2.0543, 5.5292, 1.6318], [4.6445, 4.3916, -0.1000], [5.6855, 4.5673, -1.0779], [3.2695, 2.1448, 0.3706], [3.5310, 1.3963, -1.2740], [1.9553, 1.2485, -0.6781], [1.5601, 6.3180, 1.0646], [2.9853, 5.8925, 2.0670], [1.3940, 5.1469, 2.4101], [6.2424, 3.6810, -1.3822], [6.3738, 5.1019, -0.4233], [5.6342, 5.2384, -1.9353], [-2.8139, -5.2191, -4.6828], [-1.9513, -4.4236, -3.3881], [-1.7134, -5.2735, -2.0822], [-3.2149, -5.4882, -1.2558], [-2.3487, -3.4254, -3.2044], [-0.9261, -4.2191, -3.6968], [-1.1009, -4.7280, -1.3643], [-1.2957, -6.2433, -2.3525]],
  "atomic_forces_ev_per_a": [[3.1, -1.3, 0.2], [-2.3, -2.4, -1.6], [0.8, 2.1, -0.4], [1.2, 0.9, 1.0], [0.6, 0.5, 0.1], [-1.3, 0.2, 1.6], [0.0, 0.7, -0.2], [-1.0, 0.0, -0.2], [0.8, -1.7, 1.0], [-0.9, 1.4, 1.7], [-0.3, -0.5, -0.5], [0.5, -0.1, -0.4], [0.5, 0.2, -0.1], [-0.2, 0.8, -0.5], [-0.3, -0.6, -0.8], [0.1, -0.7, -0.5], [0.9, -1.1, -0.4], [2.4, 1.8, -0.4], [-2.2, -1.5, 1.5], [-0.5, 0.8, -1.0], [0.4, -1.4, 0.8], [-0.7, -0.5, -0.1], [0.2, 0.4, 0.0], [-0.3, 0.6, 0.6], [0.0, -0.4, 0.0], [0.4, -0.1, 0.2], [-0.4, 0.4, -0.2], [-0.9, 0.3, -0.1], [0.8, -0.7, 0.4], [0.1, -2.7, 0.1], [-0.5, 2.4, -1.4], [-0.1, 0.5, 0.3], [0.1, 0.5, 0.1], [0.0, 0.8, 0.1], [-0.5, 0.2, 0.5], [0.1, 0.3, -0.5], [-0.1, -0.2, -0.7], [0.1, -0.2, -0.3], [-0.2, 0.1, 0.2], [0.1, -0.1, 0.0], [0.6, -0.4, 0.1], [-3.0, 0.0, -0.2], [1.1, 0.7, 0.4], [0.8, 0.4, -1.0], [-0.4, 0.2, 1.1], [0.2, 0.1, -0.1], [0.2, 0.2, 0.1], [0.0, 0.2, -0.5], [0.1, -0.5, 0.2], [-0.2, 0.1, -0.1], [0.2, -0.2, 0.0], [0.0, -0.5, -0.1], [0.6, 0.0, 0.4], [0.2, -3.2, -2.3], [0.7, 0.6, 0.8], [-2.0, 2.8, 0.6], [0.4, -1.6, -0.5], [-0.6, 0.3, 0.0], [0.0, 0.0, 0.2], [0.0, 0.2, -0.4], [0.1, -0.1, 0.4], [0.3, -0.1, 0.1], [0.2, 0.5, 0.1], [0.2, 0.6, 0.4], [-2.6, -0.6, -1.7], [0.1, 0.9, -0.8], [0.5, 0.9, 1.5], [0.5, -1.8, 0.8], [-3.1, 0.6, 2.0], [1.3, -0.8, -0.7], [3.4, 0.3, -1.2], [-2.8, 1.6, 0.8], [-0.4, 0.3, 0.3], [1.3, -0.9, 0.3], [0.8, -0.4, -0.1], [0.0, 0.3, -0.8], [-0.2, 0.4, -0.4], [0.1, 0.0, 0.1], [0.3, -0.5, -0.3], [0.1, 0.3, 0.1], [0.6, -0.4, 0.1], [-1.0, -0.3, -1.0], [0.7, -1.9, 1.3], [0.4, 3.1, 1.5], [-0.7, -0.9, -0.5], [-0.1, 0.6, 0.4], [-0.2, -1.4, 0.0], [0.6, -1.8, -1.6], [0.9, 1.9, -0.2], [0.4, 0.6, 0.5], [0.9, -0.1, 0.1], [-0.3, 0.0, 0.0], [0.0, 0.1, 0.1], [-0.5, 0.8, -0.7], [-0.2, -0.2, -0.1], [-0.7, -0.1, 0.4], [0.3, 0.0, 0.2], [-0.4, -0.4, -0.4], [1.4, 0.1, -0.9], [-0.6, 2.8, 0.0], [-0.8, -1.9, 0.9], [0.6, -1.2, 1.0], [1.8, -1.1, -4.0], [-0.4, 0.8, 1.4], [-2.6, 0.1, -1.5], [2.4, 1.1, 1.3], [-0.3, -1.1, 0.3], [0.5, -0.5, 0.7], [-0.4, 0.6, 0.7], [0.0, 0.0, -0.1], [-0.1, 0.3, 0.2], [-0.1, 0.7, 0.4], [-0.8, -0.5, 0.2], [0.6, 0.0, -0.4], [-1.4, -0.1, 0.0], [-0.2, -0.3, 0.0], [2.0, 0.2, 1.5], [-0.2, 1.0, -1.7], [-1.4, -0.7, 0.7], [-0.5, -0.3, 0.3], [0.0, -0.1, -0.6], [0.4, -0.1, -0.5], [0.0, 0.1, 0.2]]
}

---

Record 2
{
  "formula": "C6H5NO",
  "method": "wB97M-V/def2-TZVPD",
  "e_lumo_ev": -0.07,
  "multiplicity": 1,
  "e_tot_ev": -9837.3140,
  "elements": ["C", "C", "C", "C", "C", "C", "H", "H", "H", "H", "H", "N", "O"],
  "positions_angstrom": [[0.9369, 0.5633, -2.1019], [0.3862, 0.1630, -0.7453], [-0.8054, -0.3324, -0.5815], [-1.2184, -0.5810, 0.6915], [-0.3900, -0.3049, 1.7552], [0.8890, 0.3338, 1.5437], [2.0230, 0.7409, -2.3647], [-1.5409, -0.5540, -1.5326], [-2.1706, -0.8314, 0.8676], [-0.8273, -0.8644, 2.9612], [1.2679, 0.6987, 2.3278], [1.2618, 0.5635, 0.2564], [0.1876, 0.4052, -3.0774]],
  "atomic_forces_ev_per_a": [[-1.6, -2.2, -2.8], [6.3, 3.3, -0.1], [-5.0, -1.8, -3.1], [2.4, 0.9, 1.0], [-0.2, -1.8, 3.4], [-5.9, -3.6, -7.5], [-0.8, 0.3, 1.2], [2.2, 0.7, 2.5], [-3.3, -1.5, 0.7], [1.7, 2.4, -3.8], [4.2, 2.8, 5.5], [-1.2, -0.5, 1.4], [1.3, 0.8, 1.6]]
}